Record 1
ORCA calculation (ωB97M-V/def2-TZVPD) on a structure of composition C38H30Cl2F3N8O5RbS.

Last column: Löwdin charge in e.
Geometry (Å):
1 Rb -1.95185 -1.05742 -0.10899  0.91
2 Cl -5.74121 0.88087 -5.82055  0.58
3 C -4.65565 1.30402 -4.51464  -0.70
4 C -3.67620 0.39932 -4.13281  -0.05
5 C -2.77347 0.68424 -3.10848  -0.21
6 N -1.63303 -0.07949 -2.88931  0.00
7 C -1.61583 -1.38754 -2.97740  -0.64
8 O -2.54792 -2.22020 -2.98393  -0.02
9 C -0.20582 -1.94873 -3.03380  -0.21
10 C 0.47427 -2.00805 -4.25047  -0.02
11 C 1.71173 -2.61713 -4.29814  -0.08
12 C 2.24272 -3.14638 -3.12746  -0.09
13 C 1.50499 -3.02214 -1.96257  -0.14
14 N 0.30901 -2.43978 -1.90747  0.13
15 C -2.93269 1.89181 -2.37457  -0.23
16 C -3.89519 2.80726 -2.81204  -0.05
17 C -4.74765 2.52267 -3.86620  -0.70
18 Cl -5.93802 3.71579 -4.33727  0.58
19 N -2.25861 2.07232 -1.18992  0.10
20 C -1.69614 3.21433 -0.87404  -0.52
21 O -1.35757 4.16690 -1.61289  -0.04
22 C -1.43687 3.41330 0.62000  -0.19
23 C -0.81179 4.60283 1.00698  -0.02
24 C -0.66407 4.89009 2.34952  -0.09
25 C -1.14717 3.98071 3.28141  -0.09
26 C -1.73359 2.81829 2.80561  -0.17
27 N -1.88288 2.53260 1.51605  0.13
28 H -3.59271 -0.54676 -4.65010  0.11
29 H 0.02313 -1.57289 -5.13306  0.12
30 H 2.26103 -2.68644 -5.23043  0.10
31 H 3.20854 -3.63561 -3.11564  0.09
32 H 1.89247 -3.40313 -1.02292  0.09
33 H -3.98830 3.74846 -2.28780  0.11
34 H -0.47118 5.26342 0.22201  0.10
35 H -0.18781 5.81008 2.67103  0.09
36 H -1.07346 4.16412 4.34639  0.09
37 H -2.10733 2.07813 3.50737  0.10
38 C 3.20333 1.65370 0.15666  -0.21
39 C 3.76570 1.06582 -1.13860  -0.12
40 C 2.75325 1.16094 -2.25959  -0.30
41 C 3.13504 1.42051 -3.57131  -0.06
42 C 2.14845 1.49232 -4.54621  -0.09
43 C 0.82547 1.31724 -4.17745  -0.06
44 C 0.53169 1.08644 -2.83728  -0.11
45 N 1.47965 1.00157 -1.90805  0.16
46 N 2.47813 0.69518 0.96923  -0.14
47 C 1.54577 1.43255 1.81412  -0.12
48 C 0.86755 0.62923 2.88322  -0.29
49 C 1.29789 0.63216 4.20528  -0.04
50 C 0.57665 -0.08940 5.14635  -0.08
51 C -0.55171 -0.78357 4.73358  -0.05
52 C -0.90745 -0.71680 3.39154  -0.12
53 N -0.21840 -0.02289 2.49607  0.12
54 C 3.34679 -0.23835 1.64145  -0.14
55 C 2.66359 -1.49948 2.12882  -0.27
56 C 3.05270 -2.09140 3.32754  -0.05
57 C 2.40879 -3.24312 3.74779  -0.08
58 C 1.39337 -3.76574 2.96245  -0.06
59 C 1.09746 -3.12557 1.76701  -0.13
60 N 1.72983 -2.03315 1.34821  0.15
61 H 2.49223 2.42856 -0.13165  0.12
62 H 4.00421 2.14661 0.74501  0.12
63 H 4.02917 0.01488 -0.99799  0.10
64 H 4.67998 1.59162 -1.42512  0.10
65 H 4.17851 1.57515 -3.82073  0.09
66 H 2.41274 1.69651 -5.57754  0.09
67 H 0.02528 1.37100 -4.90346  0.11
68 H -0.49315 0.96258 -2.49152  0.04
69 H 0.76747 1.81013 1.14929  0.12
70 H 2.04105 2.29614 2.29514  0.12
71 H 2.18106 1.18992 4.49328  0.11
72 H 0.89027 -0.10515 6.18381  0.10
73 H -1.15015 -1.36206 5.42461  0.10
74 H -1.78965 -1.22482 3.01810  0.08
75 H 3.90982 0.22445 2.47723  0.12
76 H 4.09302 -0.56386 0.91382  0.11
77 H 3.83515 -1.64116 3.92716  0.10
78 H 2.68202 -3.70826 4.68767  0.10
79 H 0.82961 -4.63630 3.26946  0.10
80 H 0.29907 -3.49271 1.12823  0.08
81 F -2.40583 -3.74908 3.98192  0.09
82 C -3.14746 -4.40287 3.06411  -0.64
83 F -2.57144 -5.60264 2.88150  0.11
84 F -4.34930 -4.62273 3.61918  0.11
85 S -3.24415 -3.46193 1.46159  0.39
86 O -4.24332 -4.19230 0.73334  -0.28
87 O -3.61208 -2.12551 1.89336  -0.41
88 O -1.87158 -3.58423 1.01583  -0.42

Values from the calculation:
Energy relative to the best compared isomer or geometry (same formula, charge and spin) ... 108.5 kJ/mol
Net charge ... -2
LUMO energy ... 3.61 eV
Gap between HOMO and LUMO ... 5.202 eV

Record 2
ORCA calculation (ωB97M-V/def2-TZVPD) on a structure of composition C13H31F12HfMgO23S6.

Last column: Löwdin charge in e.
Geometry (Å):
1 Mg 1.25624 1.56587 -3.39717  0.84
2 Hf 2.14145 -3.02278 -0.25707  2.29
3 C 2.41828 -2.64034 4.59632  -0.62
4 F 3.27065 -3.40384 5.24685  0.17
5 F 1.42442 -3.42175 4.11393  0.09
6 F 1.85601 -1.75155 5.38585  0.17
7 S 3.22592 -1.75951 3.06958  0.57
8 O 2.91263 -0.35838 3.24195  -0.24
9 O 4.62971 -2.11479 3.12299  -0.27
10 O 2.57497 -2.39819 1.90666  -0.46
11 C -1.99623 -2.71125 2.65203  -0.63
12 F -2.32986 -1.45345 2.33728  0.13
13 F -1.17508 -2.67280 3.69377  0.16
14 F -3.07510 -3.31450 3.07392  0.18
15 S -1.29149 -3.57547 1.06309  0.58
16 O -2.09794 -3.09480 -0.01897  -0.27
17 O 0.12475 -3.19466 0.83800  -0.45
18 O -1.39379 -4.99685 1.37346  -0.26
19 C -0.27893 0.71585 0.70602  -0.67
20 F -1.16115 -0.04515 0.05198  0.14
21 F -0.65726 1.96806 0.64968  0.19
22 F -0.22231 0.23143 1.93339  0.18
23 S 1.34004 0.60398 -0.13631  0.62
24 O 1.91023 -0.75785 -0.05145  -0.40
25 O 0.98916 0.90115 -1.52653  -0.34
26 O 2.19829 1.57649 0.49205  -0.19
27 C 6.85653 -1.43754 -0.37577  -0.68
28 F 7.60809 -0.45932 -0.80585  0.19
29 F 6.89673 -2.48504 -1.19549  0.14
30 F 7.17205 -1.79795 0.84761  0.18
31 S 5.08966 -0.77500 -0.25981  0.58
32 O 4.92742 0.05271 -1.46842  -0.31
33 O 4.22597 -1.96789 -0.28200  -0.45
34 O 5.07558 -0.06746 0.98611  -0.22
35 C 3.08014 -0.61976 -5.68031  -0.04
36 C 1.62172 -0.91438 -5.19796  -0.58
37 C 1.36558 -2.40795 -5.25000  -0.06
38 O 1.18341 -0.33025 -4.00721  -0.32
39 H 3.82025 -1.11803 -5.04764  0.08
40 H 3.23239 0.45497 -5.77428  0.07
41 H 3.19568 -1.05903 -6.67162  0.09
42 H 1.01459 -0.48130 -6.00606  0.13
43 H 1.59840 -2.92164 -6.18342  0.09
44 H 0.40567 -2.66581 -4.80614  0.08
45 H 2.14567 -2.91700 -4.65710  0.05
46 O -2.54716 1.10179 7.56771  -0.27
47 S -1.89041 0.54754 6.42301  0.62
48 O -0.48811 0.28717 6.50079  -0.26
49 O -2.61498 -0.89813 6.03242  -0.26
50 C -3.98296 -0.98567 6.46808  -0.28
51 C -4.46198 -2.39636 6.12237  -0.07
52 C -2.29165 1.36321 4.86940  -0.10
53 H -4.67246 -0.25311 6.04360  0.12
54 H -4.17920 -0.91592 7.53867  0.12
55 H -5.54293 -2.56229 6.10565  0.08
56 H -4.25177 -3.18378 6.85284  0.08
57 H -4.05173 -2.78383 5.19164  0.05
58 H -1.97657 2.39610 5.00527  0.07
59 H -3.30687 1.18473 4.53083  0.07
60 H -1.61804 0.87620 4.16450  0.05
61 O -6.29766 4.95131 -3.05177  -0.29
62 S -5.06541 5.67132 -3.31151  0.62
63 O -5.12017 7.05205 -3.61399  -0.24
64 O -4.10644 5.33131 -2.03591  -0.26
65 C -4.14502 4.02898 -1.44969  -0.27
66 C -2.81205 3.35273 -1.63000  -0.09
67 C -4.17105 4.74164 -4.57761  -0.11
68 H -4.99797 3.38891 -1.66375  0.13
69 H -4.19067 4.19765 -0.37027  0.13
70 H -2.52338 3.43318 -2.68562  0.05
71 H -2.77780 2.29105 -1.38442  0.08
72 H -1.97439 3.82304 -1.11090  0.08
73 H -4.05957 3.74177 -4.17092  0.05
74 H -3.27797 5.35043 -4.70366  0.07
75 H -4.77327 4.66174 -5.47936  0.08
76 O 0.09814 -2.08797 -1.48737  -0.11
77 H -0.74047 -2.57038 -1.32683  0.05
78 H -0.02295 -1.63456 -2.34154  0.08
79 O 3.19306 1.58269 -3.10131  -0.05
80 H 3.68586 1.31576 -2.28572  0.07
81 H 3.87522 1.90522 -3.70242  0.11
82 O 2.76711 -2.24951 -2.35193  -0.12
83 H 2.72295 -1.41024 -2.87015  0.09
84 H 3.26010 -2.86957 -2.91314  0.10
85 O 0.78828 3.39136 -2.84772  0.00
86 H 1.38319 3.88199 -2.25961  0.12
87 H 0.05002 3.99324 -3.01565  0.11

Values from the calculation:
Net charge ... +1
LUMO energy ... -7.07 eV
Gap between HOMO and LUMO ... 5.447 eV

Record 3
ORCA calculation (ωB97M-V/def2-TZVPD) on an isolated molecule of C4H11B.

Last column: Mulliken spin population.
Geometry (Å):
1 B -0.69833 0.38313 -1.39496  1.00
2 C -1.12292 0.58655 1.66341  0.07
3 C 1.36955 -0.91061 -1.09041  0.14
4 C 0.04695 -0.17507 1.05059  0.05
5 C 0.53488 0.16797 -0.38722  0.49
6 H 1.11492 0.98077 -0.48189  0.02
7 H -1.75527 0.04340 -1.10736  0.01
8 H -2.07952 0.20352 1.47102  -0.01
9 H -1.14021 1.52884 1.14280  -0.01
10 H -1.20290 0.73620 2.70200  0.00
11 H 0.67632 -1.63656 -1.60519  -0.01
12 H 2.04664 -1.31870 -0.42587  0.01
13 H 1.87736 -0.41511 -1.86717  -0.01
14 H 0.94647 -0.17816 1.57025  0.05
15 H -0.40843 -1.16369 0.87594  0.00
16 H -0.20552 1.16750 -2.11592  0.19

Values from the calculation:
2S+1 ... 3
Energy relative to the best compared isomer or geometry (same formula, charge and spin) ... 11.3 kJ/mol
Net charge ... 0
LUMO energy (spin up / spin down) ... 0.94 / -3.16 eV
<S²> ... 2.004
Gap between HOMO and LUMO (spin up / spin down) ... 6.551 / 8.080 eV

Record 4
ORCA calculation (ωB97M-V/def2-TZVPD) on a structure of composition C5H8NO3S2.

Last column: Löwdin charge in e.
Geometry (Å):
1 C 0.53497 -2.00700 0.34695  -0.44
2 C 0.49994 -0.50136 0.60410  -0.28
3 C 0.92064 -0.42032 -0.85926  -0.79
4 C -0.84538 0.09250 1.02343  -0.06
5 C 0.04756 0.42138 -1.80590  -0.14
6 N 1.00479 -1.87705 -0.93957  0.13
7 O 3.51892 3.12278 -0.15131  -0.57
8 O 0.30677 -2.93577 1.10033  0.06
9 O 1.92073 1.98606 1.34473  -0.56
10 S 2.58870 0.38721 -1.06157  0.55
11 S 2.23446 2.39938 -0.02321  0.46
12 H 1.23822 0.03248 1.14268  0.08
13 H -1.64742 -0.04156 0.20182  0.09
14 H -0.92662 1.13101 1.50325  0.10
15 H -1.14254 -0.62570 1.83158  0.08
16 H 0.43101 0.43060 -2.82472  0.06
17 H -0.19882 1.37260 -1.34327  0.06
18 H -0.91806 -0.09855 -2.03543  0.07
19 H 1.81564 -2.27604 -1.39196  0.12

Values from the calculation:
Energy relative to the best compared isomer or geometry (same formula, charge and spin) ... 92.5 kJ/mol
Net charge ... -1
LUMO energy ... 3.39 eV
Gap between HOMO and LUMO ... 7.523 eV